Entry 1:
Formula: C7H17N
Source: the OMol25 dataset
Level of theory: ωB97M-V/def2-TZVPD

```
25
Properties=species:S:1:pos:R:3:forces:R:3
N 0.6554 -0.7913 -0.2648 -1.267 0.098 0.284
C -1.0689 -2.4755 0.6895 -0.313 0.655 -0.763
C -0.9288 -1.8886 -1.8110 0.594 0.150 0.782
C -0.1568 -1.9945 -0.4761 1.095 -1.831 0.243
C 0.8465 1.5673 0.1505 -0.359 1.685 -1.241
C 0.2365 2.9128 -0.2873 -0.695 -0.163 0.458
C 1.3418 1.7539 1.5955 0.090 -2.010 0.068
C -0.1655 0.4521 -0.1321 1.933 -1.126 0.992
H 0.5898 -2.8108 -0.4658 -0.077 0.295 -0.855
H -1.8967 -3.0150 0.2278 -0.174 -0.034 0.236
H 0.9869 3.6707 -0.1197 0.075 0.508 -0.042
H 1.1453 -0.9357 0.6131 0.146 0.194 -0.034
H 0.5063 1.8565 2.2893 -0.187 0.391 -0.127
H -1.9372 -1.5899 -1.4915 0.063 0.133 -0.885
H 2.0002 2.6095 1.6644 0.121 0.139 0.096
H 1.6816 1.5208 -0.5855 -0.186 -0.862 0.805
H -1.4588 -1.5822 1.1700 -0.327 -0.166 0.443
H -0.6098 -3.1593 1.4098 0.213 0.397 -0.103
H -0.3974 -1.1430 -2.4184 -0.546 -0.048 0.048
H -0.9455 -2.8111 -2.4037 -0.185 0.066 0.455
H 1.8735 0.8488 2.0048 -0.165 0.801 -0.580
H -0.9015 0.3399 0.6793 0.014 0.385 -0.069
H -0.0739 2.9461 -1.3489 0.116 -0.160 0.543
H -0.6266 3.1231 0.3681 0.126 0.221 -0.398
H -0.6966 0.5952 -1.0573 -0.103 0.283 -0.354
```
Positions in Å, forces in eV/Å.

HOMO energy: -8.78 eV
Structure (SMILES): CC(C)CNC(C)C
Charge: 0
LUMO: 0.0400 hartree
Gap between HOMO and LUMO: 0.3625 Eh
Relative energy (zero: lowest compared OMol25 entry of this formula, charge and spin): 95.3 kJ/mol
Energy: -9024.2375 eV

Entry 2:
Formula: C2H2BrN3
Source: the OMol25 dataset
Level of theory: ωB97M-V/def2-TZVPD

```
8
Properties=species:S:1:pos:R:3:forces:R:3
Br 3.0271 1.3834 0.1456 0.167 -0.186 -0.350
N -0.4405 -3.1269 0.4501 0.190 -0.318 0.362
N -0.5978 -0.7362 0.2495 -0.051 3.218 -0.291
N -1.9017 1.2426 -0.0370 -0.611 0.411 -0.139
C -0.5097 -1.9766 0.4181 -0.179 -3.217 -0.304
C -1.2967 0.2330 0.0363 0.586 0.183 0.475
H -1.9106 2.2178 -0.2624 0.090 -0.274 -0.106
H 3.6299 0.7630 -1.0003 -0.193 0.182 0.352
```
Positions in Å, forces in eV/Å.

HOMO energy: -10.08 eV
Structure (SMILES): N#CN=C=N.Br
Charge: 0
LUMO: 0.0125 hartree
Gap between HOMO and LUMO: 0.3828 Eh
Relative energy (zero: lowest compared OMol25 entry of this formula, charge and spin): 117.6 kJ/mol
Energy: -76617.2959 eV

Entry 3:
Formula: C6H11N2O3S
Source: the OMol25 dataset
Level of theory: ωB97M-V/def2-TZVPD

```
23
Properties=species:S:1:pos:R:3:forces:R:3
S -0.1298 -0.6868 1.5005 1.063 0.086 3.450
O -2.4340 1.4647 -0.5885 1.233 0.215 -1.156
O -0.5015 -1.6513 2.5134 -0.579 0.584 -1.320
O 0.4051 0.5808 2.0122 -0.848 -1.319 -1.657
N 3.0534 -0.2365 -0.1665 1.954 -0.475 0.251
N 0.9346 0.3333 -0.8687 0.014 -1.890 0.134
C 1.1100 -1.5938 0.5167 -1.601 0.827 -2.320
C -0.4962 0.1840 -1.0891 -0.713 2.112 3.421
C -2.3305 0.4994 0.4182 -4.872 1.588 2.651
C -1.1215 1.6492 -1.1016 -0.193 -0.609 0.408
C -1.3163 -0.4773 0.1301 2.412 -1.638 -1.497
C 1.7569 -0.5161 -0.2225 0.061 2.429 -1.901
H -0.7341 -0.1132 -2.0358 -0.333 -2.004 -2.257
H 0.3731 -2.1491 -0.1357 1.466 -0.123 0.603
H 1.8616 -2.1050 1.0152 0.598 -1.572 1.466
H 3.7169 -0.9677 0.1343 -0.965 0.392 0.269
H -0.5559 2.3091 -0.4200 0.010 -0.037 -0.264
H -1.1558 2.0407 -2.1337 -0.101 -0.016 0.632
H -1.7023 -1.5011 -0.0305 0.300 0.456 -0.203
H -2.0821 0.9884 1.4124 -0.503 -0.274 -0.891
H 3.6570 0.5667 -0.5145 -2.120 -0.964 0.164
H -3.4437 0.0976 0.4737 2.486 0.408 0.287
H 1.1350 1.2840 -0.8195 1.231 1.823 -0.272
```
Positions in Å, forces in eV/Å.

HOMO energy: -14.05 eV
Structure (SMILES): [NH2+]=C1CS(=O)(=O)[C@H]2COC[C@H]2N1
Charge: +1
LUMO: -0.1590 hartree
Gap between HOMO and LUMO: 0.3573 Eh
Relative energy (zero: lowest compared OMol25 entry of this formula, charge and spin): 269.6 kJ/mol
Energy: -26349.2942 eV

Entry 4:
Formula: C24H72O24
Source: the OMol25 dataset
Level of theory: ωB97M-V/def2-TZVPD

```
120
Properties=species:S:1:pos:R:3:forces:R:3
O -2.6842 -5.5627 0.7166 0.481 -0.857 -1.313
O -3.8385 -2.8241 4.5813 -0.125 1.072 -0.325
O 0.0044 0.7825 4.2741 -0.586 -1.126 0.084
O -2.5944 7.0271 0.8414 -0.201 0.501 0.199
O -3.4595 -1.1291 -2.3021 2.017 -0.861 1.052
O -0.1121 -3.3808 -0.2975 1.276 -0.126 -0.892
O 1.3479 2.4484 -2.8768 0.415 0.676 -0.315
O -1.1055 -1.8156 5.1129 -0.612 0.441 0.322
O 2.8125 0.3039 4.0060 0.696 -1.853 -0.161
O -0.6571 1.7981 -0.3100 0.012 -0.498 -0.445
O 1.9372 -2.4018 5.4253 -1.062 0.491 0.140
O 4.3964 0.4885 -2.5235 -0.842 -0.505 -0.117
O -1.7646 3.0444 4.9305 -0.536 -0.250 2.140
O -2.8040 -2.5902 -0.0795 0.826 -0.847 1.322
O 1.7493 5.1753 -1.7749 0.462 0.858 -0.682
O 1.8883 0.4566 -1.0104 0.597 -1.096 -1.893
O -0.9399 1.4272 -4.5348 0.053 4.108 0.180
O 2.5272 -3.1969 1.0483 -0.441 -0.197 0.459
O -2.9034 1.7168 -2.1578 1.554 0.732 -0.397
O -0.1081 4.4563 0.1669 -0.668 1.047 0.362
O 2.9742 -3.9475 -1.7965 0.041 0.447 1.488
O 3.9762 1.2075 0.4653 1.286 0.382 0.207
O -0.3905 0.0041 -7.1066 0.418 0.755 -0.535
O 0.5876 -2.0877 -2.6797 -0.472 0.135 -0.728
C 3.2547 -1.0855 3.7767 0.233 0.857 1.670
C 5.2406 1.1887 -1.6769 1.473 -0.007 1.168
C 1.8674 -2.2676 -3.1847 1.475 -0.442 0.298
C -4.1585 -0.2133 -1.5499 -2.025 1.407 -0.221
C -1.3107 6.5099 0.6048 0.941 -0.590 -0.222
C -1.4193 5.0120 0.4297 0.889 -0.012 -0.764
C -0.7841 0.1067 -4.6952 -0.205 -2.983 -0.302
C 2.4714 -3.6690 -3.0748 0.011 -0.560 -0.723
C -4.1541 1.1217 -2.2438 -1.205 0.416 0.715
C 3.2414 -1.9308 5.1232 -0.286 -0.134 -1.418
C -1.7185 -1.9624 3.8462 -0.560 -0.508 -0.668
C 0.1662 -3.6404 1.0385 0.676 -0.750 1.657
C -3.2573 -1.7054 3.8625 1.697 -0.728 0.725
C 1.5902 -4.2436 1.3366 -1.115 1.335 -1.390
C 2.0007 3.5796 -3.4953 0.451 -0.644 0.262
C -1.0734 2.8824 3.7444 0.026 -0.176 -1.455
C 5.1712 0.7982 -0.1956 -0.652 -0.828 0.115
C -3.5310 -4.5669 1.2125 -0.091 1.063 -0.338
C 0.2136 2.1021 3.9347 0.961 2.184 -0.211
C 1.1068 0.3064 0.1083 -0.601 0.318 2.082
C -1.2594 -0.3663 -6.0667 -0.433 -0.531 0.851
C -3.8905 -3.5068 0.1109 0.258 0.310 0.084
C -0.3776 0.3988 -0.1301 0.330 0.206 0.123
C 1.4111 4.8998 -3.1196 -0.624 -0.361 0.748
H 3.6107 0.3068 -2.0027 -0.667 -0.189 -0.270
H -0.5964 6.7232 1.4000 -0.025 0.142 0.322
H -5.2130 -0.4792 -1.4767 -0.398 -0.403 0.042
H -2.6546 3.3341 4.7170 -0.018 -0.023 0.120
H -4.1833 -3.8692 -0.8745 0.285 -0.948 0.080
H -2.0505 4.8651 -0.4468 -0.322 -0.380 0.158
H 2.0419 -2.7880 6.2979 -0.547 -0.125 0.068
H 0.1642 -2.7013 1.5919 -0.237 0.115 0.368
H 0.8364 2.5878 4.6860 -0.127 0.235 0.517
H 6.0494 1.0545 0.3970 -0.082 1.037 -0.166
H 1.8652 0.2282 4.1421 -0.379 0.162 0.145
H 6.2347 0.8614 -1.9813 0.407 0.647 -0.143
H 5.0876 2.2644 -1.7638 0.204 0.225 -0.107
H -0.6016 -0.2353 -0.9880 -0.280 0.319 -0.433
H -0.9235 6.9826 -0.2979 0.321 -0.295 -0.223
H 3.7588 -2.8881 5.0594 1.151 0.385 -0.586
H 2.7000 -1.5224 2.9463 -0.248 -0.353 0.315
H -2.9715 -4.0988 2.0224 -0.441 0.680 0.138
H 0.2680 -0.1529 -4.5774 0.200 -0.479 0.276
H 1.3604 -0.6165 0.6298 0.142 -0.085 -0.102
H -1.3646 1.8500 -0.9568 -0.753 0.137 -0.301
H 0.3256 4.8678 -3.2123 -0.348 -0.098 -0.159
H -3.7466 -2.5383 5.4932 -0.075 -0.444 0.275
H -0.2113 -1.5196 4.9272 0.353 -0.100 0.340
H -3.9291 -1.3433 -3.1115 -0.788 -0.372 -1.015
H 5.2597 -0.2854 -0.1190 -0.306 -0.559 -0.390
H -1.0534 -3.1926 -0.2957 -1.000 0.257 -0.372
H 4.2877 -1.0289 3.4335 0.031 0.143 0.109
H 0.4787 -2.5850 -1.8659 -0.002 -0.260 0.521
H -4.8495 1.8392 -1.8081 -0.242 -0.121 0.590
H 1.7249 5.6709 -3.8233 0.460 0.230 0.315
H -4.7610 -2.8951 0.3480 -0.229 -0.193 0.858
H 2.5780 -1.6050 -2.6906 0.184 0.155 0.329
H 0.8772 2.1571 3.0718 -0.458 -0.156 -0.464
H -2.9094 -2.1077 -0.9028 -0.366 0.127 -0.934
H -0.2315 3.5285 -0.0468 -0.041 -0.774 0.144
H 1.6885 -4.5310 2.3834 -0.055 -0.244 -0.216
H 2.1660 -2.9640 0.1898 0.860 0.645 -0.664
H 1.7790 -4.4754 -3.3166 -0.534 0.237 -0.394
H -4.4172 -5.0334 1.6428 -0.352 0.240 -0.121
H -3.6774 -1.6601 2.8577 0.095 -0.053 0.074
H 1.5563 1.2087 -1.5060 0.026 0.679 -0.641
H 3.0055 3.5595 -3.0731 0.085 -0.034 -0.173
H -0.3970 1.8488 -5.2049 -0.132 0.495 -0.270
H -4.5390 1.0500 -3.2610 0.399 -0.397 -0.267
H -1.6268 -3.0136 3.5729 0.051 -0.170 -0.332
H -1.3917 -1.4483 -6.0672 -0.126 -0.143 0.164
H 2.0906 3.5120 -4.5794 -0.225 -0.489 -0.221
H -3.4158 -0.7776 4.4123 -0.353 0.174 -0.129
H -2.4880 7.9322 0.5395 -0.680 0.187 0.205
H -2.2241 0.0999 -6.2669 0.002 -0.058 -0.104
H -0.9614 3.8875 3.3378 0.740 -0.160 -0.569
H 3.5996 -1.3768 5.9908 0.362 0.460 -0.345
H -2.4184 1.4845 -2.9530 0.320 0.109 -0.296
H -0.7479 0.7981 4.8703 -0.148 -0.485 0.399
H -0.9964 0.0330 0.6893 0.290 -0.147 0.309
H -1.7222 2.2916 3.0976 0.153 -0.039 -0.683
H 3.2504 0.8511 -0.0522 -0.289 -0.019 -0.232
H -0.6421 -4.2911 1.3720 0.168 -0.130 0.612
H -1.3869 -0.2827 -3.8749 0.194 -1.020 -0.217
H 3.3262 -3.7790 -3.7420 -0.065 0.411 -0.605
H 1.1053 4.7412 -1.2107 -0.341 0.050 0.483
H 1.9630 -1.9646 -4.2273 -0.666 -0.082 -0.221
H 3.3709 -4.8217 -1.7924 -0.051 0.031 0.003
H 0.4657 2.3372 -3.2387 -0.407 -0.097 -0.228
H -1.1492 -1.3766 3.1245 -0.411 0.259 -0.265
H -1.8410 4.5645 1.3297 -0.204 -0.076 -0.080
H -2.1069 -5.9300 1.3900 -0.220 0.195 0.153
H 0.4908 -0.3314 -6.9270 0.050 -0.160 0.080
H 1.7945 -4.9923 0.5712 -0.144 -0.820 0.522
H 1.4237 1.1649 0.7004 -0.526 -0.128 1.131
H -3.8250 -0.1331 -0.5152 0.562 -0.134 -0.160
```
Positions in Å, forces in eV/Å.

HOMO energy (spin up / spin down): 0.12 / -7.51 eV
Charge: -1
LUMO (spin up / spin down): 0.0772 / 0.0754 hartree
<S²>: 0.75
Gap between HOMO and LUMO (spin up / spin down): 0.0729 / 0.3516 Eh
Multiplicity: 2
Relative energy (zero: lowest compared OMol25 entry of this formula, charge and spin): 27.7 kJ/mol
Energy: -75188.6181 eV

relative energy (zero: lowest compared OMol25 entry of this formula, charge and spin) of number 4 (C24H72O24)?
27.7 kJ/mol